Entry 1:
Below is a structure of composition C29H34BaN7O4PSi2, with properties calculated with ωB97M-V/def2-TZVPD.

Positions of all 78 atoms, in Å:
Ba1 0.68495 -1.26587 -0.40666
C1 3.37659 1.06691 4.98079
N1 3.18924 0.12206 3.90217
C2 3.89258 -1.04298 3.73104
C3 3.39146 -1.62780 2.60184
N2 2.40182 -0.84891 2.07976
C4 2.29512 0.19398 2.87235
P1 1.12866 1.58425 2.69457
C5 1.48159 2.03273 0.97026
N3 2.07103 1.25919 0.08427
C6 2.21282 2.01439 -1.04451
C7 1.69903 3.26048 -0.83086
N4 1.25047 3.27515 0.46241
C8 0.48244 4.33214 1.08172
C9 -0.42019 0.64038 2.60701
N5 -0.53776 -0.58484 2.14995
C10 -1.84959 -0.92890 2.29324
C11 -2.53335 0.11179 2.85421
N6 -1.61579 1.10785 3.06460
C12 -1.89230 2.40758 3.63617
H1 4.19572 0.71063 5.60188
H2 3.62867 2.05323 4.59288
H3 2.47723 1.14526 5.59150
H4 4.66874 -1.34285 4.41403
H5 3.68988 -2.55614 2.14244
H6 2.65507 1.59445 -1.93334
H7 1.55926 4.10427 -1.48335
H8 0.64263 5.25098 0.52144
H9 -0.58192 4.09134 1.05137
H10 0.80636 4.47567 2.11257
H11 -2.20134 -1.89675 1.97420
H12 -3.57497 0.25032 3.08669
H13 -2.93505 2.42892 3.94420
H14 -1.25569 2.58680 4.50278
H15 -1.73820 3.19556 2.90071
O1 0.43982 -5.30757 2.17124
C13 0.68167 -4.41891 1.34044
O2 -0.08580 -3.53816 0.88011
C14 2.13599 -4.37066 0.81585
C15 3.08186 -5.26922 1.29484
C16 4.39013 -5.15486 0.85113
C17 4.71607 -4.14605 -0.04201
C18 3.71130 -3.28809 -0.47182
N7 2.45173 -3.40759 -0.04949
C19 4.04662 -2.10457 -1.40918
O3 5.23267 -2.01795 -1.76084
O4 3.08176 -1.35104 -1.69030
H16 2.75523 -6.01654 2.00388
H17 5.15287 -5.83937 1.20863
H18 5.71569 -3.98197 -0.41864
C20 -1.42908 3.44979 -1.94338
Si1 -1.88483 1.72035 -1.13570
C21 -3.20895 2.40542 0.14304
C22 -3.10553 1.15685 -2.56951
C23 -4.17010 2.02025 -2.87258
C24 -5.08364 1.77851 -3.88533
C25 -4.94431 0.62985 -4.65399
C26 -3.89865 -0.23526 -4.37750
C27 -2.96718 -0.01627 -3.35039
Si2 -1.56614 -1.36492 -3.12835
C28 -0.83512 -1.33121 -4.92717
C29 -2.64576 -2.97516 -3.26959
H19 -2.29542 4.00797 -2.31905
H20 -0.75074 3.28445 -2.78742
H21 -0.90614 4.09865 -1.23220
H22 -3.97069 3.08004 -0.26790
H23 -2.68790 2.95487 0.93842
H24 -3.72644 1.56582 0.61940
H25 -4.28861 2.93199 -2.29389
H26 -5.89131 2.47972 -4.07760
H27 -5.64136 0.41404 -5.45916
H28 -3.79730 -1.12708 -4.98950
H29 -1.59012 -1.44622 -5.71597
H30 -0.10042 -2.13538 -5.03968
H31 -0.30776 -0.38795 -5.10203
H32 -3.26359 -3.03716 -4.17476
H33 -3.30871 -3.06090 -2.40272
H34 -1.98697 -3.84975 -3.25364

Forces on atoms 1 to 2 (eV/Å):
-0.199 -0.037 -0.304
-0.003 -0.012 -0.020

Calculated values
- Charge: -2
- Spin multiplicity: 1



Entry 2:
Below is a structure of composition C29H34BiN2O2S, with properties calculated with ωB97M-V/def2-TZVPD.

Positions of all 69 atoms, in Å:
Bi1 -1.23189 0.43308 -0.02206
C1 -4.12285 1.04762 0.27099
C2 -3.46330 2.07362 1.00930
C3 -3.12445 1.53900 2.26470
C4 -3.60867 0.21133 2.33356
C5 -4.23040 -0.09353 1.11442
C6 -4.86000 -1.39124 0.69987
C7 -3.34067 -0.73777 3.46690
C8 -2.32088 2.23488 3.32554
C9 -3.12911 3.45469 0.52519
C10 -4.78746 1.17453 -1.07157
H1 -4.53449 -1.69668 -0.29759
H2 -5.95847 -1.33868 0.67685
H3 -4.58494 -2.20556 1.37252
H4 -2.27233 -0.96047 3.56492
H5 -3.84980 -1.69127 3.31748
H6 -3.67928 -0.33528 4.43006
H7 -1.60865 1.55222 3.80057
H8 -2.94245 2.65480 4.13035
H9 -1.74205 3.05560 2.89587
H10 -2.05747 3.54140 0.30498
H11 -3.40021 4.21962 1.26373
H12 -3.66804 3.69402 -0.39540
H13 -5.88248 1.11772 -0.99537
H14 -4.48209 0.38059 -1.76281
H15 -4.54217 2.12462 -1.55002
O1 -0.37184 2.15711 -0.34574
S1 0.31450 -4.12862 1.01129
C11 -0.28765 -2.65397 0.67894
C12 5.51605 0.12509 1.80519
N1 4.86755 -0.42695 0.61766
N2 3.72948 0.32484 0.27074
C13 2.62253 -0.52400 0.08498
O2 1.55579 -0.13521 -0.31961
C14 3.09102 -1.85099 0.46279
C15 4.38599 -1.74459 0.78250
C16 5.30956 -2.79866 1.28568
C17 3.87382 1.57644 -0.35341
C18 2.75648 2.40859 -0.50382
C19 2.91634 3.64058 -1.11321
C20 4.16123 4.07440 -1.55778
C21 5.26014 3.24437 -1.40119
C22 5.12263 1.99761 -0.80855
H16 5.81336 1.15301 1.60779
H17 6.41037 -0.45669 2.02474
H18 4.84574 0.11029 2.67278
H19 2.45383 -2.72665 0.48038
H20 4.82207 -3.76674 1.19174
H21 5.55553 -2.64744 2.33951
H22 6.24342 -2.80951 0.71947
H23 1.76113 2.10095 -0.18124
H24 2.03642 4.26005 -1.23272
H25 4.27238 5.04525 -2.02589
H26 6.23629 3.55946 -1.75313
H27 5.97561 1.33740 -0.72124
C23 -1.11452 -0.15278 -2.30541
C24 -1.21601 -1.57989 -2.64627
C25 -2.44370 -2.17792 -2.95180
C26 -2.54151 -3.53013 -3.24291
C27 -1.41059 -4.33459 -3.24573
C28 -0.18195 -3.75854 -2.94083
C29 -0.08668 -2.41129 -2.64769
H28 -1.91982 0.43210 -2.75592
H29 -0.14886 0.29231 -2.53713
H30 -3.33627 -1.56270 -2.94674
H31 -3.51333 -3.96262 -3.45889
H32 -1.48778 -5.39612 -3.44961
H33 0.70656 -4.37814 -2.89546
H34 0.86931 -1.98398 -2.36722

Forces on atoms 1 to 2 (eV/Å):
-0.063 0.204 0.245
0.099 -0.143 -0.016

Calculated values
- Charge: -2
- Spin multiplicity: 2



Entry 3:
Below is a structure of composition C29H34HfN10O3S at a distorted geometry, with properties calculated with ωB97M-V/def2-TZVPD.

Positions of all 78 atoms, in Å:
Hf1 -0.02773 0.18169 -0.20106
C1 -1.12122 -4.76538 2.55981
C2 -0.26546 -4.48091 1.50450
C3 0.10866 -3.17787 1.23867
C4 -0.34321 -2.13569 2.05807
C5 -1.25904 -2.42710 3.07977
C6 -1.64218 -3.73051 3.32157
N1 0.09099 -0.82962 1.81093
C7 0.31065 0.01341 2.83256
C8 0.57753 -0.36217 4.18421
C9 0.88294 0.57690 5.13001
C10 0.92099 1.95053 4.81153
C11 0.69393 2.36578 3.53255
C12 0.39349 1.42330 2.51943
N2 0.02946 1.73352 1.26423
N3 -0.09990 2.98198 0.90333
C13 -0.75566 3.16218 -0.27455
C14 -1.06392 4.47652 -0.66192
C15 -1.81673 4.67629 -1.79743
C16 -2.23421 3.56613 -2.52751
C17 -1.85677 2.30358 -2.10275
N4 -1.13876 2.08513 -1.00452
H1 -1.39846 -5.78428 2.77443
H2 0.11586 -5.28513 0.89398
H3 0.76912 -2.96111 0.40861
H4 -1.69059 -1.61378 3.64572
H5 -2.35029 -3.93827 4.10938
H6 0.57269 -1.41199 4.44206
H7 1.10445 0.26711 6.14228
H8 1.12153 2.66760 5.59208
H9 0.72388 3.40778 3.25559
H10 -0.73937 5.29131 -0.03568
H11 -2.08725 5.67156 -2.11407
H12 -2.84528 3.67401 -3.40607
H13 -2.14811 1.42559 -2.66692
N5 -3.98829 -1.05479 -1.84885
C18 -2.72140 -0.85595 -1.46666
S1 -2.45763 -0.46849 0.20631
N6 -1.79551 -0.93510 -2.38792
N7 -0.50241 -0.81889 -2.01243
C19 0.37524 -0.96705 -2.95880
C20 1.78677 -1.07311 -2.74004
C21 2.63220 -1.20034 -3.85522
C22 3.97506 -1.47400 -3.72840
C23 4.49981 -1.71649 -2.46494
C24 3.70371 -1.55627 -1.34930
C25 2.36062 -1.16640 -1.44426
O1 1.67355 -0.93124 -0.31917
H14 -4.71274 -1.10972 -1.15614
H15 -4.18375 -1.33199 -2.79733
H16 0.00147 -1.12327 -3.97006
H17 2.20338 -1.09963 -4.83933
H18 4.60975 -1.53515 -4.59722
H19 5.52764 -2.02969 -2.35362
H20 4.11795 -1.75253 -0.37026
N8 5.12530 0.54019 3.11206
C26 4.59135 -0.65832 3.76892
C27 4.00701 -1.52845 2.65272
N9 3.08405 -0.62491 1.93877
H21 5.32944 1.25790 3.79725
H22 3.61220 0.27095 1.90702
H23 6.00780 0.32164 2.65729
H24 3.78806 -0.34354 4.44317
H25 5.32607 -1.21755 4.35385
H26 3.48722 -2.40247 3.04114
H27 4.80137 -1.85780 1.97874
H28 2.23996 -0.46806 2.50811
H29 2.70493 -0.88606 0.96916
N10 4.02271 3.40274 -0.56527
C28 3.01877 3.05080 -1.58436
C29 2.17058 1.92664 -0.92281
O2 2.56126 1.58945 0.22026
O3 1.22034 1.45630 -1.54785
H30 4.98645 3.28887 -0.88642
H31 3.72851 2.64836 0.18467
H32 3.90913 4.34569 -0.18308
H33 3.46609 2.63455 -2.48688
H34 2.37925 3.88623 -1.86883

Forces on atoms 1 to 2 (eV/Å):
-0.419 -0.937 0.554
0.026 0.020 -0.117

Calculated values
- Charge: +2
- Spin multiplicity: 1



The records above yield E values of -2755.7380 -1998.0744 -2344.6742 Eh, respectively.
The records above yield ΔE to the lowest compared entry with this formula, charge and spin values of 30.0 0.0 21.8 kcal/mol, respectively.